{
  "formula": "C8H28FO6S2",
  "method": "wB97M-V/def2-TZVPD",
  "e_lumo_ha": 0.10320,
  "orbital_gap_ev": 8.202,
  "total_charge": -1,
  "multiplicity": 1,
  "max_force_ev_per_a": 3.34,
  "relative_energy_kcal_mol": 0.0,
  "energy_ha": -1669.1435,
  "species": ["F", "C", "O", "H", "H", "H", "H", "C", "O", "H", "H", "H", "H", "C", "O", "H", "H", "H", "H", "C", "O", "H", "H", "H", "H", "C", "S", "O", "C", "H", "H", "H", "H", "H", "H", "C", "S", "O", "C", "H", "H", "H", "H", "H", "H"],
  "coordinates": [[-0.4616, -0.0633, 0.0630], [1.1264, 2.3776, 1.7362], [-0.2060, 2.2440, 1.4748], [1.1289, 3.2063, 2.4442], [1.6608, 1.5557, 2.2125], [1.6785, 2.6149, 0.8268], [-0.2741, 1.4727, 0.9073], [0.7230, -2.0838, -2.8575], [-0.2930, -1.8284, -1.9503], [1.5980, -2.5474, -2.4019], [0.3977, -2.8472, -3.5643], [0.9835, -1.1010, -3.2503], [-0.1153, -0.9352, -1.6465], [0.2177, -0.8544, 3.4377], [0.0161, -2.1718, 3.2610], [0.1028, -0.5220, 4.4694], [1.1119, -0.5925, 2.8720], [-0.4619, -0.2719, 2.8157], [-0.5053, -2.4753, 4.0078], [-0.5694, 2.8123, -1.9198], [0.1306, 1.6352, -1.8836], [-1.5835, 2.5069, -1.6623], [-0.1864, 3.5037, -1.1691], [-0.5126, 3.2779, -2.9037], [-0.1636, 1.0750, -1.1616], [-3.5654, 0.1818, -2.5365], [-4.4346, -0.1318, -0.9232], [-3.4970, -1.1979, -0.4379], [-3.7920, 1.4065, -0.1249], [-3.8821, 1.1347, -2.9605], [-3.7511, -0.6580, -3.2060], [-2.5279, 0.3085, -2.2274], [-3.8192, 2.2202, -0.8496], [-2.8635, 1.2083, 0.4106], [-4.4455, 1.6516, 0.7123], [3.8446, -2.3976, 1.8307], [2.8198, -2.4500, 0.2499], [1.3541, -2.7895, 0.6125], [2.7845, -0.6778, -0.2685], [4.2215, -3.3906, 2.0759], [3.1094, -2.0659, 2.5638], [4.6351, -1.6472, 1.8195], [2.4714, -0.1090, 0.6069], [2.0381, -0.3288, -0.9821], [3.7567, -0.2553, -0.5226]],
  "forces_ev_per_a": [[0.3, 1.4, -0.3], [0.8, 1.3, 0.6], [-1.1, -0.2, 0.1], [0.8, 0.3, 0.0], [-0.3, -0.6, 0.1], [0.4, 0.3, -0.1], [-0.7, -1.5, -0.8], [0.1, -0.1, 0.1], [-0.4, -0.4, -0.2], [0.4, 0.1, 0.4], [-0.2, 0.4, -0.6], [0.5, -0.3, -1.0], [-0.7, 0.1, 1.3], [-0.2, 2.8, -1.5], [-0.5, -3.1, 0.6], [0.7, 0.2, 0.1], [0.8, 0.1, 0.9], [-0.7, 0.2, 0.2], [-0.1, -0.3, -0.3], [-0.7, 0.0, 0.6], [2.0, -0.5, -1.6], [-0.6, 1.0, -0.1], [-0.2, 0.4, 0.1], [-0.1, -0.1, -0.1], [-0.5, -1.0, 1.4], [-0.8, 0.9, 0.6], [3.0, -0.1, -0.5], [-1.5, -0.2, 0.5], [-1.1, -0.2, 0.5], [-0.3, 0.0, -0.3], [0.2, 0.1, 0.2], [0.1, -0.5, -0.1], [0.4, 0.0, 0.2], [0.6, -0.2, -0.9], [-0.5, 0.1, -0.2], [-1.1, 1.0, -0.3], [-2.4, -0.5, -0.4], [3.3, 0.5, -0.2], [0.2, 0.9, 1.6], [-0.1, 0.1, -0.3], [0.0, -0.2, 0.2], [0.1, -0.1, -0.4], [-0.1, -0.1, 0.4], [-0.1, -1.1, -0.3], [0.3, -0.5, -0.2]],
  "mulliken_charge": [-0.816, -0.573, -0.470, 0.319, 0.115, 0.233, 0.266, -0.560, -0.392, 0.080, 0.243, 0.314, 0.168, -0.028, -0.438, 0.427, -0.286, 0.055, 0.254, -0.361, -0.384, 0.021, 0.191, 0.245, 0.281, -0.564, 0.369, -0.530, -0.580, 0.375, 0.338, -0.037, 0.276, 0.039, 0.383, -0.737, 0.342, -0.481, -0.174, 0.327, 0.096, 0.334, -0.236, 0.076, 0.481]
}